Here is a structure of composition C14H18N6O5PS2SeW from OMol25. Energies are from ωB97M-V/def2-TZVPD.

Geometry as XYZ:
```
48
Properties=species:S:1:pos:R:3:forces:R:3:lowdin_charge:R:1
W -1.376548 -0.361998 1.097434 0.1 -0.1 0.0 1.561
C 1.059814 2.010001 -3.599597 0.0 0.0 0.0 -0.007
N 0.064735 1.704791 -2.578144 0.0 0.0 0.0 -0.110
C -1.167515 2.286329 -2.472130 0.0 0.0 0.0 -0.003
C -1.793557 1.699964 -1.412476 0.0 0.0 0.0 -0.101
N -0.950964 0.764266 -0.876436 0.0 0.1 0.0 -0.071
C 0.162724 0.784145 -1.596909 0.0 0.0 0.0 -0.457
P 1.554303 -0.337457 -1.343054 0.0 0.0 0.0 1.201
C 1.797459 -0.076869 0.441305 0.0 0.0 0.0 -0.433
N 0.847619 -0.204001 1.362200 0.0 0.0 0.0 -0.177
C 1.456105 -0.170920 2.588902 0.0 0.0 0.0 -0.139
C 2.793093 -0.010513 2.398973 0.0 0.0 0.0 -0.009
N 2.995383 0.046189 1.045656 0.0 0.0 0.0 -0.103
C 4.287097 0.236186 0.392304 0.0 0.0 0.0 -0.002
C 0.560435 -1.842987 -1.068454 0.0 0.0 0.0 -0.415
N -0.408604 -1.948460 -0.165057 0.0 0.0 0.0 -0.076
C -0.866363 -3.236721 -0.201811 0.0 0.0 0.0 -0.076
C -0.156656 -3.918385 -1.139629 0.0 0.0 0.0 -0.011
N 0.737341 -3.030497 -1.679674 0.0 0.0 0.0 -0.106
C 1.656193 -3.337330 -2.769842 0.0 0.0 0.0 -0.001
H 0.767037 2.930052 -4.096136 0.0 0.0 0.0 0.100
H 1.112155 1.209637 -4.335301 0.0 0.0 0.0 0.098
H 2.035677 2.155659 -3.142816 0.0 0.0 0.0 0.087
H -1.489724 3.063210 -3.142582 0.0 0.0 0.0 0.138
H -2.778937 1.877262 -1.018555 0.0 0.0 0.0 0.084
H 0.891707 -0.256220 3.499885 0.0 0.0 0.0 0.114
H 3.604321 0.070276 3.100415 0.0 0.0 0.0 0.136
H 5.064627 0.147236 1.144765 0.0 0.0 0.0 0.100
H 4.340319 1.224328 -0.059447 0.0 0.0 0.0 0.102
H 4.442094 -0.526048 -0.367398 0.0 0.0 0.0 0.085
H -1.665546 -3.571414 0.433955 0.0 0.0 0.0 0.123
H -0.209127 -4.942172 -1.465421 0.0 0.0 0.0 0.137
H 2.110466 -4.307863 -2.588368 0.0 0.0 0.0 0.103
H 2.436570 -2.582695 -2.811517 0.0 0.0 0.0 0.066
H 1.120315 -3.357004 -3.716764 0.0 0.0 0.0 0.105
C -2.706501 1.756897 4.270765 0.0 0.0 0.0 -0.077
O -2.939318 2.746386 3.260774 0.0 0.0 0.0 -0.193
C -2.154036 2.875398 2.209657 0.1 0.0 0.0 -1.241
S -2.388370 4.062383 1.129604 0.0 0.0 0.0 0.709
S -0.713758 1.811893 2.073988 -0.1 0.0 0.0 0.666
H -3.509476 1.897841 4.987464 0.0 0.0 0.0 0.102
H -1.744157 1.924874 4.751028 0.0 0.0 0.0 0.085
H -2.751387 0.754171 3.851113 0.0 0.0 0.0 0.061
O -4.710116 0.432375 -0.752880 0.0 0.0 0.0 -0.514
Se -4.255868 -0.409870 0.521190 0.0 0.0 0.0 1.181
O -3.071235 0.615255 1.363840 0.0 0.0 0.0 -0.745
O -1.306107 -1.384013 2.443058 0.0 0.0 0.0 -0.395
O -2.783734 -1.273558 0.032135 0.0 0.0 0.0 -0.680
```
Positions in Å, forces in eV/Å.

Results
- F_max (eV/Å) = 0.10
- relative energy (zero: lowest compared OMol25 entry of this formula, charge and spin) (eV) = 0.014
- total charge = +1
- electronic energy (eV) = -132115.477